Density functional theory data (ωB97M-V with the def2-TZVPD basis set) for a 5-piece molecular cluster, C21H52F9N2O18P5S overall at a distorted geometry.

Computed properties:
orbital gap = 7.221 eV
total energy = -144188.45154 eV
HOMO energy = -7.9 eV
structure (SMILES) = C=C[C@H](O[C@H](CN)CCC(F)(F)C(F)(F)S(F)(F)(F)(F)F)P(N)O.COP(=O)(OC)OC.COP(=O)(OC)OC.COP(=O)(OC)OC.COP(=O)(OC)OC

```
! wB97M-V def2-TZVPD RIJCOSX def2/J DEFGRID3
* xyz 0 1
C 3.086 -1.628 4.409
C 3.569 -2.659 3.640
C 5.054 -2.760 3.496
O 5.539 -2.609 2.149
C 5.978 -1.280 1.846
C 5.337 -0.949 0.478
N 4.016 -0.342 0.630
C 7.515 -1.372 1.672
C 8.278 -0.075 1.984
C 9.081 -0.054 3.273
F 9.555 -1.316 3.509
F 10.209 0.680 3.109
C 8.342 0.318 4.581
F 9.192 0.202 5.607
F 7.401 -0.628 4.784
S 7.484 1.993 4.677
F 6.266 1.471 3.817
F 6.744 1.490 5.995
F 8.635 2.561 5.608
F 8.239 2.567 3.421
F 6.730 3.369 4.825
P 5.636 -4.455 4.111
N 4.655 -5.667 3.408
O 7.126 -4.575 3.455
H 3.234 -0.617 4.030
H 2.637 -1.765 5.388
H 2.931 -3.365 3.114
H 5.506 -2.046 4.189
H 5.665 -0.566 2.606
H 6.000 -0.352 -0.146
H 5.171 -1.910 -0.005
H 4.101 0.464 1.239
H 3.386 -0.967 1.118
H 7.847 -2.259 2.203
H 7.676 -1.585 0.616
H 8.996 0.095 1.184
H 7.580 0.756 1.902
H 3.699 -5.428 3.649
H 4.725 -5.699 2.392
H 7.767 -4.534 4.167
C -0.071 -0.107 -3.892
O -0.608 0.622 -2.769
P 0.447 1.550 -1.905
O 1.200 0.549 -1.118
O -0.766 2.268 -1.092
C -2.063 1.704 -0.964
O 1.363 2.899 -1.692
C 0.962 4.113 -2.354
H -0.894 -0.618 -4.384
H 0.386 0.577 -4.605
H 0.663 -0.840 -3.556
H -2.010 0.696 -0.548
H -2.574 1.695 -1.924
H -2.631 2.330 -0.276
H 0.048 4.507 -1.909
H 0.807 3.949 -3.421
H 1.757 4.842 -2.223
C -2.909 0.336 -10.151
O -3.437 1.009 -8.994
P -2.333 1.611 -7.925
O -1.846 0.393 -7.237
O -3.465 2.423 -7.103
C -4.858 2.106 -7.120
O -1.216 2.724 -7.457
C -1.334 4.069 -7.962
H -3.749 0.048 -10.779
H -2.257 0.997 -10.722
H -2.361 -0.557 -9.851
H -5.024 1.067 -6.838
H -5.290 2.312 -8.097
H -5.343 2.745 -6.385
H -2.201 4.565 -7.525
H -1.416 4.078 -9.049
H -0.438 4.613 -7.673
C -7.831 -3.401 -2.669
O -6.829 -2.436 -2.297
P -7.377 -0.937 -1.883
O -7.743 -0.341 -3.188
O -5.935 -0.455 -1.326
C -4.695 -1.039 -1.718
O -8.151 0.046 -0.828
C -8.062 -0.244 0.586
H -7.327 -4.345 -2.860
H -8.549 -3.545 -1.862
H -8.347 -3.078 -3.573
H -4.577 -1.027 -2.802
H -4.614 -2.055 -1.335
H -3.894 -0.445 -1.283
H -7.055 -0.051 0.953
H -8.335 -1.277 0.796
H -8.754 0.414 1.104
C -5.367 2.370 5.944
O -4.792 1.052 5.881
P -5.409 0.038 4.736
O -6.722 -0.345 5.302
O -4.251 -1.070 4.943
C -3.471 -1.197 6.129
O -5.581 -0.399 3.165
C -4.494 -0.142 2.252
H -4.826 2.932 6.701
H -5.266 2.884 4.988
H -6.419 2.309 6.223
H -4.110 -1.313 7.004
H -2.808 -0.343 6.251
H -2.865 -2.095 6.021
H -3.647 -0.793 2.469
H -4.178 0.900 2.302
H -4.848 -0.355 1.245
*
```

Density functional theory data (ωB97M-V with the def2-TZVPD basis set) for a 2-piece molecular cluster, C8H8NO4S overall at a distorted geometry.

Computed properties:
orbital gap = 8.309 eV
total energy = -28940.84385 eV
HOMO energy = -5.0 eV
ΔE to the lowest compared entry with this formula, charge and spin = 25.7 kcal/mol

```
! wB97M-V def2-TZVPD RIJCOSX def2/J DEFGRID3
* xyz -1 1
C 0.302 1.530 2.024
C 0.794 1.598 0.715
C -0.582 0.575 2.422
C 0.303 0.731 -0.233
C -1.069 -0.351 1.462
C -0.627 -0.224 0.166
C 1.255 -3.854 -1.505
C 0.917 -2.834 -2.617
N 1.436 -1.726 -2.977
O 2.348 -4.041 -0.988
O -0.990 -2.711 -4.394
O 0.068 -4.244 -1.132
O -1.578 -2.376 -1.979
S -0.802 -3.327 -2.815
H 0.528 2.317 2.724
H 1.393 2.495 0.415
H -1.144 0.630 3.403
H 0.340 0.909 -1.277
H -2.037 -0.918 1.600
H 2.401 -1.527 -2.457
H -1.134 -0.899 -0.519
H -0.768 -1.732 -4.248
*
```

Density functional theory data (ωB97M-V with the def2-TZVPD basis set) for the molecule Cl2H5NSi2 at a distorted geometry.

Computed properties:
orbital gap = 10.618 eV
total energy = -42374.03529 eV
HOMO energy = -10.0 eV
ΔE to the lowest compared entry with this formula, charge and spin = 16.0 kcal/mol
structure (SMILES) = [SiH3]N[SiH](Cl)Cl

```
! wB97M-V def2-TZVPD RIJCOSX def2/J DEFGRID3
* xyz 0 1
N 0.534 -0.103 0.077
Si 0.626 0.730 -1.418
Si -0.826 -0.653 1.337
Cl 0.270 -1.757 2.662
Cl -2.114 -1.731 0.381
H 1.357 -0.388 0.687
H 1.499 1.941 -1.361
H 0.830 0.120 -2.775
H -0.777 1.319 -1.824
H -1.399 0.522 2.234
*
```

Density functional theory data (ωB97M-V with the def2-TZVPD basis set) for a 6-piece molecular cluster, C17H39BFNO19P2 overall.

Computed properties:
orbital gap = 8.287 eV
total energy = -80629.79088 eV
HOMO energy = -8.6 eV
structure (SMILES) = CN(C)B(O)P(F)P(=O)(O)O.COC(=O)OC.COC(=O)OC.COC(=O)OC.COC(=O)OC.COC(=O)OC

```
! wB97M-V def2-TZVPD RIJCOSX def2/J DEFGRID3
* xyz 0 1
C 1.379 0.530 0.680
N 0.152 1.174 1.166
C 0.334 2.561 1.613
B -0.617 0.343 2.047
O -0.089 -0.210 3.184
P -2.552 -0.183 1.788
F -2.333 -1.246 0.571
P -3.319 1.560 0.673
O -2.491 2.758 0.847
O -3.619 1.094 -0.821
O -4.848 1.715 1.114
H 2.233 1.204 0.771
H 1.283 0.252 -0.372
H 1.616 -0.384 1.231
H -0.507 2.875 2.229
H 0.359 3.241 0.760
H 1.259 2.670 2.187
H -0.545 -1.020 3.438
H -2.809 1.064 -1.343
H -4.965 1.753 2.067
C -5.980 2.326 -7.131
O -5.141 2.743 -6.048
C -5.728 2.709 -4.852
O -6.870 2.381 -4.640
O -4.846 3.096 -3.938
C -5.345 3.102 -2.592
H -5.367 2.414 -8.022
H -6.298 1.294 -6.992
H -6.854 2.971 -7.207
H -5.651 2.103 -2.295
H -6.183 3.791 -2.501
H -4.518 3.437 -1.975
C 6.737 2.699 0.029
O 6.474 4.040 -0.401
C 5.193 4.397 -0.331
O 4.287 3.701 0.051
O 5.082 5.654 -0.756
C 3.745 6.168 -0.734
H 7.807 2.563 -0.087
H 6.448 2.569 1.070
H 6.194 1.987 -0.590
H 3.350 6.159 0.280
H 3.099 5.576 -1.379
H 3.821 7.185 -1.103
C 3.258 -1.728 3.383
O 3.590 -2.817 2.511
C 3.794 -3.975 3.131
O 3.710 -4.161 4.320
O 4.107 -4.894 2.221
C 4.353 -6.200 2.755
H 3.119 -0.868 2.738
H 2.340 -1.940 3.927
H 4.066 -1.541 4.088
H 3.469 -6.575 3.268
H 5.193 -6.177 3.448
H 4.588 -6.824 1.899
C -9.941 -3.277 -8.614
O -9.167 -2.700 -7.557
C -9.534 -1.460 -7.224
O -10.426 -0.834 -7.737
O -8.746 -1.040 -6.240
C -9.030 0.289 -5.775
H -9.528 -4.269 -8.766
H -10.989 -3.341 -8.328
H -9.851 -2.684 -9.522
H -10.047 0.347 -5.393
H -8.906 1.008 -6.582
H -8.314 0.493 -4.988
C 9.561 -2.162 8.335
O 8.242 -2.266 7.791
C 7.953 -3.465 7.280
O 8.699 -4.410 7.249
O 6.710 -3.433 6.811
C 6.262 -4.666 6.228
H 9.642 -1.145 8.706
H 9.697 -2.874 9.147
H 10.308 -2.346 7.566
H 6.292 -5.465 6.967
H 6.901 -4.934 5.387
H 5.248 -4.483 5.887
*
```

Density functional theory data (ωB97M-V with the def2-TZVPD basis set) for a 8-piece molecular cluster, C47H66N2O22P overall at a distorted geometry.

Computed properties:
orbital gap = 5.586 eV
total energy = -107118.56415 eV
HOMO energy = -4.4 eV

```
! wB97M-V def2-TZVPD RIJCOSX def2/J DEFGRID3
* xyz -1 1
C 3.487 -2.703 -1.537
C 2.880 -1.320 -0.916
C 1.280 -1.448 -0.922
C 0.535 -0.477 0.137
O 0.260 0.857 -0.388
C -0.961 0.790 -1.182
C -0.777 0.819 -2.763
C 0.668 0.961 -3.455
C 1.028 2.553 -3.421
O 1.285 3.031 -2.073
C 2.632 3.525 -1.920
C 2.691 4.486 -0.613
C -2.078 0.711 -3.670
C -2.061 0.686 -5.265
C -1.482 2.008 -5.953
N -2.144 3.127 -6.159
C -3.436 0.613 -2.913
C -3.632 0.615 -1.362
C -2.336 0.705 -0.458
C -2.575 0.720 1.120
O -2.184 -0.165 1.948
O -3.320 1.804 1.603
C -5.169 0.549 -0.952
O -5.731 0.382 0.152
N -5.856 0.709 -2.249
P -6.949 2.106 -2.427
O -7.357 2.806 -0.916
O -6.230 3.361 -3.358
C -4.942 0.486 -3.411
O -5.452 0.209 -4.525
H 4.562 -2.568 -1.908
H 3.499 -3.558 -0.769
H 2.816 -3.038 -2.407
H 3.318 -1.248 0.143
H 3.176 -0.448 -1.594
H 1.038 -2.524 -0.562
H 0.786 -1.338 -1.944
H -0.419 -1.053 0.457
H 1.156 -0.365 1.109
H 1.506 0.436 -2.885
H 0.691 0.626 -4.546
H 0.137 3.170 -3.833
H 1.910 2.780 -4.129
H 2.984 4.130 -2.840
H 3.415 2.708 -1.747
H 3.781 4.669 -0.280
H 2.144 4.006 0.271
H 2.223 5.514 -0.792
H -1.503 -0.224 -5.694
H -3.160 0.571 -5.617
H -0.396 1.964 -6.347
H -1.486 3.767 -6.646
H -7.705 2.089 -0.334
H -6.663 4.208 -3.091
O -1.366 -2.389 -2.492
C -2.196 -3.161 -2.868
O -1.934 -4.404 -3.362
C -3.157 -4.994 -3.815
C -4.250 -4.261 -3.071
C -3.657 -2.879 -2.909
H -3.228 -4.859 -4.899
H -3.155 -6.063 -3.592
H -5.208 -4.272 -3.593
H -4.398 -4.715 -2.086
H -3.869 -2.239 -3.770
H -3.989 -2.405 -1.985
O -10.316 1.615 -0.333
C -10.179 0.418 -0.254
O -9.710 -0.368 -1.263
C -9.781 -1.741 -0.862
C -9.808 -1.718 0.646
C -10.537 -0.425 0.939
H -10.688 -2.182 -1.288
H -8.913 -2.280 -1.246
H -10.284 -2.598 1.082
H -8.787 -1.659 1.035
H -11.621 -0.565 0.964
H -10.186 0.033 1.863
O 6.421 -1.555 1.207
C 5.669 -1.251 2.099
O 4.347 -0.980 1.921
C 3.779 -0.549 3.164
C 4.700 -1.092 4.231
C 6.048 -1.069 3.543
H 3.738 0.545 3.167
H 2.765 -0.941 3.260
H 4.671 -0.518 5.158
H 4.426 -2.126 4.466
H 6.549 -0.105 3.662
H 6.687 -1.880 3.887
O -8.688 4.524 -3.028
C -9.587 4.102 -3.711
O -10.112 4.769 -4.777
C -11.229 4.037 -5.290
C -11.023 2.616 -4.820
C -10.319 2.808 -3.494
H -12.148 4.478 -4.890
H -11.247 4.110 -6.379
H -11.953 2.048 -4.745
H -10.361 2.089 -5.514
H -11.027 2.932 -2.671
H -9.624 1.994 -3.285
O 1.360 9.063 1.879
C 0.520 8.292 1.487
O 0.794 7.058 0.985
C -0.419 6.457 0.514
C -1.528 7.168 1.253
C -0.960 8.559 1.434
H -0.482 6.601 -0.569
H -0.406 5.387 0.728
H -2.481 7.148 0.722
H -1.678 6.702 2.232
H -1.176 9.202 0.578
H -1.309 9.018 2.359
O 7.413 -2.734 6.150
C 8.534 -2.862 5.723
O 9.264 -1.846 5.189
C 10.500 -2.367 4.683
C 10.721 -3.662 5.426
C 9.308 -4.151 5.657
H 10.399 -2.518 3.604
H 11.303 -1.649 4.865
H 11.345 -4.371 4.883
H 11.201 -3.460 6.388
H 8.940 -4.745 4.817
H 9.222 -4.708 6.591
O 13.068 -5.231 4.962
C 13.058 -5.778 6.041
O 12.213 -5.449 7.063
C 12.550 -6.221 8.222
C 13.290 -7.428 7.696
C 13.990 -6.876 6.472
H 13.171 -5.607 8.881
H 11.639 -6.500 8.754
H 13.969 -7.869 8.428
H 12.575 -8.199 7.393
H 14.962 -6.441 6.721
H 14.094 -7.631 5.694
*
```

Density functional theory data (ωB97M-V with the def2-TZVPD basis set) for the molecule C3H5N3O at a distorted geometry.

Computed properties:
orbital gap = 9.627 eV
total energy = -9707.76005 eV
HOMO energy = -9.0 eV
ΔE to the lowest compared entry with this formula, charge and spin = 65.1 kcal/mol
structure (SMILES) = [H]/N=c1/ncn(C)o1

```
! wB97M-V def2-TZVPD RIJCOSX def2/J DEFGRID3
* xyz 0 1
C 1.751 -0.438 0.142
C 0.051 1.247 -0.174
C -1.701 0.015 -0.003
H 2.540 0.245 -0.098
H 2.016 -1.351 -0.387
H 1.683 -0.612 1.206
H 0.759 2.092 -0.015
H -2.928 -1.356 -0.078
N 0.529 0.017 -0.401
N -1.224 1.344 0.015
N -2.894 -0.369 0.008
O -0.582 -0.834 -0.216
*
```

Density functional theory data (ωB97M-V with the def2-TZVPD basis set) for the molecule C18H25N3O3 at a distorted geometry.

Computed properties:
orbital gap = 8.982 eV
total energy = -29669.02403 eV
HOMO energy = -8.6 eV
ΔE to the lowest compared entry with this formula, charge and spin = 414.0 kcal/mol
structure (SMILES) = CC1CCN(C(=O)CNC(=O)CNC(=O)Cc2ccccc2)CC1

```
! wB97M-V def2-TZVPD RIJCOSX def2/J DEFGRID3
* xyz 0 1
C -1.676 -2.711 0.579
H -2.437 -3.377 0.847
H -1.008 -3.502 -0.118
H -1.958 -1.929 -0.039
C -0.573 -2.113 1.724
C -1.678 -1.318 2.809
C -0.918 -0.649 3.964
N 0.275 -0.035 3.440
C 0.257 1.265 3.874
O -0.598 1.777 4.566
C 1.110 2.131 3.310
N 0.828 2.586 2.011
C 1.601 2.466 0.666
O 2.391 1.701 0.709
C 0.848 2.831 -0.523
N 1.034 2.178 -1.613
C 0.470 1.068 -2.021
O -0.653 0.744 -1.389
C 1.124 -0.100 -3.041
C 0.039 -0.885 -3.564
C -0.204 -2.031 -2.828
C -1.386 -2.842 -3.283
C -1.804 -2.729 -4.659
C -1.424 -1.515 -5.362
C -0.201 -0.958 -4.812
H -0.006 0.101 -5.525
H -1.543 -1.258 -6.498
H -2.477 -3.503 -5.106
H -1.640 -3.611 -2.783
H 0.036 -2.111 -1.925
H 1.575 0.573 -3.710
H 2.052 -0.525 -2.435
H 2.055 2.090 -1.938
H -0.275 2.892 -0.454
H 1.033 3.986 -0.705
H -0.254 2.987 1.861
H 2.349 1.729 3.082
H 1.024 3.253 3.842
C 1.039 -0.636 2.506
H 1.686 0.057 2.239
C 0.181 -1.100 1.195
H 0.771 -1.640 0.796
H -0.169 -0.341 0.798
H 1.642 -1.273 3.012
H -1.413 -0.344 4.748
H -0.326 -1.677 4.305
H -2.186 -0.532 2.155
H -2.417 -2.003 3.025
H -0.260 -3.145 2.335
*
```

Density functional theory data (ωB97M-V with the def2-TZVPD basis set) for an isolated ion of composition C4H12NOS and charge +1 at a distorted geometry.

Computed properties:
orbital gap = 9.022 eV
total energy = -18707.24447 eV
HOMO energy = -12.5 eV
ΔE to the lowest compared entry with this formula, charge and spin = 42.0 kcal/mol
structure (SMILES) = [NH3+][C@H](CO)CCS

```
! wB97M-V def2-TZVPD RIJCOSX def2/J DEFGRID3
* xyz 1 1
C 1.219 0.940 -0.702
O 1.165 0.439 -2.051
C 0.824 -0.336 0.135
C -0.022 -0.179 1.517
C -1.502 0.462 1.192
S -2.213 -0.057 -0.327
N 2.255 -1.030 0.575
H 0.441 1.688 -0.493
H 2.247 1.463 -0.445
H 1.483 1.017 -2.707
H 0.424 -1.262 -0.486
H 0.671 0.492 2.164
H -0.109 -1.167 1.955
H -1.318 1.577 1.130
H -2.254 0.272 2.044
H -2.216 -1.392 -0.329
H 2.274 -2.029 0.555
H 2.900 -0.625 -0.115
H 2.634 -0.741 1.486
*
```

Density functional theory data (ωB97M-V with the def2-TZVPD basis set) for C7H17P as an isolated structure at a distorted geometry.

Computed properties:
orbital gap (alpha / beta) = 7.305 / 7.067 eV
total energy = -16818.10902 eV
HOMO energy (alpha / beta) = -7.3 / -7.0 eV
ΔE to the lowest compared entry with this formula, charge and spin = 122.0 kcal/mol

```
! wB97M-V def2-TZVPD RIJCOSX def2/J DEFGRID3
* xyz 0 1
C 3.640 -0.811 0.255
C -1.043 -1.325 0.508
C -1.327 0.039 -1.500
C -3.142 0.261 0.226
C -0.802 1.134 0.572
C 3.184 0.354 -0.472
C -1.604 0.035 0.004
P 1.427 0.961 0.081
H 3.618 -0.810 1.408
H 3.188 -1.766 -0.108
H 4.760 -0.698 0.152
H -1.338 -1.650 1.552
H -1.362 -2.131 -0.172
H 0.073 -1.252 0.739
H -0.211 -0.004 -1.448
H -1.761 -0.800 -2.001
H -1.559 1.073 -2.085
H -3.410 1.334 0.315
H -3.610 -0.153 1.154
H -3.535 -0.247 -0.622
H -0.727 1.149 1.679
H -1.021 2.114 0.104
H 3.084 0.066 -1.585
H 1.724 2.269 -0.098
H 1.754 0.858 1.344
*
```

Density functional theory data (ωB97M-V with the def2-TZVPD basis set) for an isolated ion of composition C6H12N and charge +1 at a distorted geometry.

Computed properties:
orbital gap (alpha / beta) = 9.326 / 7.459 eV
total energy = -7895.51760 eV
HOMO energy (alpha / beta) = -13.1 / -12.0 eV
ΔE to the lowest compared entry with this formula, charge and spin = 104.8 kcal/mol

```
! wB97M-V def2-TZVPD RIJCOSX def2/J DEFGRID3
* xyz 1 1
C -1.163 1.755 -0.677
C -1.437 2.421 0.381
C -0.813 0.675 -1.585
C -0.587 -0.521 -0.664
C 0.553 -0.478 1.524
C 1.398 -1.823 -0.326
N 0.691 -0.576 0.057
H -1.503 2.081 1.407
H -1.679 3.471 0.265
H -1.638 0.475 -2.271
H 0.073 0.906 -2.180
H -1.422 -0.834 -0.054
H -0.080 -1.287 1.882
H 1.525 -0.539 2.008
H 0.101 0.478 1.782
H 2.372 -1.870 0.152
H 0.805 -2.686 -0.030
H 1.532 -1.852 -1.405
H 1.275 0.206 -0.265
*
```